Entry from the OMol25 dataset: a molecular structure, C22H25FeNO4 at a distorted geometry (ωB97M-V/def2-TZVPD).

```
53
Properties=species:S:1:pos:R:3:forces:R:3:lowdin_charge:R:1
C -2.7325 -2.3071 0.4068 -1.3 0.3 -0.3 -0.063
C -1.5260 -1.5457 0.8868 2.8 -1.7 -0.8 -0.216
C -0.4185 -1.2897 0.0882 -0.3 0.7 0.5 -0.025
Fe 1.0844 -2.4844 -1.8915 -2.7 4.4 -0.3 0.226
C 1.7344 -0.7484 -1.8560 0.3 5.1 0.4 -0.070
O 1.8871 0.4054 -1.7622 -0.1 -3.2 -0.3 0.117
C -0.5434 -2.2356 -2.7549 -3.6 1.8 -2.0 -0.077
O -1.4640 -1.7998 -3.3204 2.1 -1.3 1.2 0.110
C 2.5491 -3.3632 -0.7780 0.9 -0.9 0.3 -0.178
C 2.8746 -3.2106 -2.1709 1.3 -1.7 -0.3 -0.212
C 1.8706 -3.9180 -2.9509 0.9 -1.5 0.6 -0.181
C 0.9395 -4.5113 -2.0128 1.2 -1.8 0.5 -0.188
C 1.3554 -4.1482 -0.6911 0.1 -1.5 -0.1 -0.157
H -3.1187 -2.8804 1.2682 0.0 0.3 -0.4 0.083
H -3.5726 -1.6764 0.0358 0.5 -0.3 0.2 0.084
H -2.4910 -3.0476 -0.3840 0.1 0.6 0.4 0.081
H -1.3318 -1.7250 1.9576 0.2 -0.2 -0.8 0.094
H -0.4692 -0.8007 -0.9116 -0.7 -1.0 0.7 0.044
H 0.6298 -1.2045 0.4465 -1.1 0.2 0.5 0.077
H 3.1251 -3.0096 0.0761 -0.2 0.0 -0.4 0.114
H 3.7356 -2.6648 -2.5637 -0.4 -0.3 0.1 0.118
H 1.8319 -4.0110 -4.0292 0.0 0.0 0.2 0.113
H 0.0925 -5.1500 -2.2435 0.2 0.3 0.0 0.112
H 0.8764 -4.4972 0.2363 0.2 0.4 -0.6 0.121
C -1.9913 2.7681 -2.4562 -0.1 0.4 -0.2 -0.073
C -2.8527 1.9066 -1.5492 0.0 -0.4 0.0 -0.213
O -1.9716 1.3187 -0.5531 -1.6 0.0 0.6 -0.044
C -2.6491 0.8697 0.5591 0.8 -0.1 -0.4 -0.441
C -1.6689 0.5584 1.6508 -2.0 0.7 1.3 -0.326
C -2.2156 0.1801 2.9930 -0.3 -0.2 0.4 -0.031
N -0.5200 1.1471 1.5515 2.1 1.6 -1.2 0.093
C 0.4973 1.3385 2.3179 -1.0 -1.1 0.7 -0.075
C 1.5444 2.2628 1.9454 0.5 0.6 0.0 -0.203
C 2.4121 2.7211 2.9565 0.3 0.4 -0.8 -0.040
C 3.3728 3.6932 2.6515 -0.4 -0.2 -0.4 -0.082
C 3.4634 4.2000 1.3479 -0.3 -0.2 0.0 -0.086
C 2.5830 3.7626 0.3477 -0.4 -0.4 0.2 -0.076
C 1.6252 2.7921 0.6337 0.2 0.0 0.8 -0.023
O -3.8515 0.7158 0.6458 0.8 0.3 -0.3 0.094
H -2.6293 3.2342 -3.2263 0.2 -0.2 0.2 0.079
H -1.5204 3.5928 -1.8893 -0.2 -0.5 -0.2 0.082
H -1.2018 2.2014 -2.9776 -0.3 0.1 0.3 0.077
H -3.6038 2.5000 -0.9983 0.2 -0.2 -0.5 0.125
H -3.3670 1.0789 -2.0941 0.3 0.7 0.3 0.134
H -3.2291 -0.2222 2.8924 0.2 0.2 0.1 0.091
H -1.5873 -0.6049 3.4281 -0.1 0.2 0.2 0.074
H -2.2054 1.0284 3.7055 -0.1 -0.3 -0.4 0.101
H 0.5720 0.8488 3.3133 0.1 0.2 -0.3 0.129
H 2.3154 2.3379 3.9673 0.0 0.0 -0.1 0.106
H 4.0316 4.0686 3.4240 0.0 0.0 0.0 0.098
H 4.2129 4.9419 1.0894 -0.1 0.0 0.2 0.098
H 2.6046 4.1696 -0.6629 0.2 0.0 0.3 0.104
H 0.9114 2.4134 -0.0955 0.2 0.2 0.1 0.099
```
Forces are in eV/Å.

Properties
**Spin multiplicity**: 5
**F_max**: 5.1 eV Å⁻¹
**Kohn-Sham gap (alpha / beta)**: 6.13 / 7.09 eV

Entry from the OMol25 dataset: a gas-phase ion, C21H43OSi4 (charge +1) at a distorted geometry (ωB97M-V/def2-TZVPD).

```
69
Properties=species:S:1:pos:R:3:forces:R:3:lowdin_charge:R:1
C -0.3192 -1.8315 3.8502 0.0 -0.1 -0.3 -0.179
Si 0.1767 -0.1526 3.1393 0.0 0.5 0.0 0.392
C -1.1365 1.0960 3.6156 0.0 0.2 0.3 -0.222
C 1.8680 0.3165 3.8032 0.0 0.2 0.2 -0.217
Si 0.3061 -0.4411 0.7975 -0.7 -1.5 1.0 0.533
Si 2.0042 -2.0824 0.6915 -0.3 -0.1 0.1 0.420
C 2.3202 -3.2192 2.1689 -0.2 0.1 0.0 -0.203
C 1.4897 -3.2278 -0.7028 0.4 -0.2 -0.4 -0.215
C 3.6171 -1.1608 0.4723 0.5 0.1 -0.3 -0.208
Si -1.7693 -1.2481 0.1258 0.6 -0.2 0.4 0.421
C -1.9702 -3.0324 0.6707 -0.4 0.0 -0.2 -0.188
C -3.0169 -0.0892 0.9070 -0.4 -0.1 -0.3 -0.209
C -1.7869 -1.0966 -1.7462 -0.4 -0.1 -0.1 -0.199
O 0.3212 0.6431 -0.6059 3.7 0.5 -1.4 -0.237
C 1.4258 0.9376 -1.3502 -4.3 1.1 2.5 -0.196
C 2.2077 2.0798 -0.7657 1.5 0.0 0.1 0.031
C 1.1997 0.6952 -2.7463 -1.2 0.3 1.0 -0.126
H -0.3564 -1.7259 4.9420 0.0 0.1 -0.1 0.053
H -1.3084 -2.1558 3.5140 0.1 0.1 0.1 0.019
H 0.3835 -2.6382 3.6279 -0.2 0.2 0.1 0.003
H -0.9294 1.4609 4.6311 -0.1 0.0 -0.2 0.039
H -1.1405 1.9623 2.9440 0.0 -0.1 0.1 0.030
H -2.1428 0.6598 3.6177 0.2 0.1 0.0 0.025
H 1.8511 0.2672 4.9001 0.1 0.0 -0.2 0.042
H 2.6743 -0.3357 3.4510 -0.2 0.0 0.0 0.013
H 2.1226 1.3448 3.5192 0.0 -0.1 0.1 0.033
H 3.3090 -3.6719 2.0019 -0.2 0.1 0.0 0.050
H 2.3432 -2.7124 3.1387 0.1 -0.1 -0.2 0.017
H 1.5842 -4.0298 2.1933 0.1 0.1 0.1 0.038
H 2.3902 -3.4985 -1.2685 -0.2 -0.1 -0.1 0.038
H 1.0647 -4.1536 -0.2932 0.1 0.2 -0.1 0.034
H 0.7547 -2.8126 -1.4012 0.2 0.0 0.1 -0.004
H 4.1950 -1.5968 -0.3488 0.1 0.1 0.1 0.036
H 3.5056 -0.0913 0.2821 0.1 -0.2 0.0 -0.014
H 4.2190 -1.2629 1.3831 -0.1 0.0 -0.1 0.043
H -2.8980 -3.3857 0.1967 0.2 -0.2 0.2 0.042
H -1.1410 -3.6665 0.3315 -0.2 0.2 0.1 0.019
H -2.0706 -3.1270 1.7585 0.0 0.0 -0.3 0.020
H -3.9059 -0.0817 0.2610 0.0 0.1 0.3 0.038
H -3.3124 -0.4267 1.9085 0.0 0.1 -0.2 0.033
H -2.6358 0.9381 0.9837 -0.1 -0.2 -0.1 0.031
H -2.7712 -1.4272 -2.0999 0.1 0.0 -0.1 0.046
H -1.6441 -0.0567 -2.0636 -0.2 -0.2 0.1 0.025
H -1.0264 -1.7199 -2.2295 -0.1 0.1 0.1 0.019
H 2.7265 2.6910 -1.5297 -0.3 -0.5 0.3 0.114
H 1.6136 2.7607 -0.1168 0.0 -0.8 -0.6 0.131
H 2.9862 1.6518 -0.1269 0.0 0.3 0.0 0.083
H 1.3524 1.7830 -2.8507 -0.7 0.4 -0.3 0.134
H 0.1399 0.4074 -2.8742 0.6 0.2 0.2 0.146
C 1.5014 -1.1730 -4.3335 -0.3 -0.6 0.0 -0.016
C 1.9969 0.1936 -3.8597 1.5 -0.1 -2.8 -0.437
C 3.4973 0.1825 -3.4362 -0.7 0.4 0.1 0.014
C 1.5950 1.1848 -5.0719 -0.7 0.0 -0.2 -0.130
C 0.6611 2.2116 -4.8715 0.1 0.8 0.1 -0.058
C 0.1817 3.0509 -5.8827 0.0 0.0 -0.4 -0.069
C 0.3550 2.7241 -7.2175 0.1 -0.9 0.3 -0.067
C 1.1230 1.5812 -7.4633 0.6 0.0 0.2 -0.057
C 1.8415 0.9334 -6.4351 0.0 0.0 0.0 -0.033
H 0.6282 -1.0613 -4.9797 0.1 0.0 0.0 0.102
H 2.2955 -1.6421 -4.9120 -0.1 -0.1 -0.1 0.094
H 1.1843 -1.8703 -3.5496 0.4 0.2 0.2 0.073
H 3.5526 -0.3030 -2.4614 0.1 0.0 0.1 0.070
H 4.2321 -0.3445 -4.0529 -0.5 0.3 -0.4 0.099
H 3.7542 1.2357 -3.3130 0.6 -0.1 0.0 0.092
H 0.2392 2.4547 -3.9038 0.2 0.1 0.0 0.102
H -0.3623 3.9542 -5.6468 -0.2 -0.1 0.3 0.108
H -0.1482 3.2562 -8.0294 0.3 -0.1 0.4 0.117
H 1.1845 1.2023 -8.4819 0.4 0.1 0.2 0.110
H 2.6260 0.2325 -6.6957 -0.3 -0.3 -0.2 0.116
```
Forces are in eV/Å.

Properties
**ΔE to the lowest compared entry with this formula, charge and spin**: 0.000 eV
**Spin multiplicity**: 1
**Total charge**: +1
**F_max**: 5.1 eV Å⁻¹
**Kohn-Sham gap**: 6.49 eV

Entry from the OMol25 dataset: a single C4H13PSi2 molecule at a distorted geometry (ωB97M-V/def2-TZVPD).

```
20
Properties=species:S:1:pos:R:3:forces:R:3:lowdin_charge:R:1
C 3.6258 -1.1604 -0.1794 1.2 1.1 0.9 -0.413
Si 3.0571 0.7497 -0.3946 1.2 -0.8 -0.4 0.411
P 1.2009 0.9398 0.8043 0.0 0.5 0.0 0.397
Si -0.8265 0.3727 0.0823 -0.1 -2.4 1.5 0.257
C -0.9151 -1.5964 0.3980 -3.1 2.0 2.0 -0.230
C -2.0104 1.2776 1.2660 0.6 -0.8 0.9 -0.218
C -1.3729 0.7025 -1.6627 -0.5 -0.4 -2.3 -0.244
H 4.6751 -1.5458 -0.4595 -1.2 1.3 0.8 0.033
H 3.3518 -1.3969 0.8698 0.4 -0.3 -0.5 -0.006
H 3.0521 -1.7572 -0.8198 -1.5 -1.0 -0.9 -0.049
H 0.9643 2.3019 0.4251 0.3 -0.2 0.1 -0.161
H -0.9213 -1.8682 1.5069 1.1 0.5 -1.4 0.042
H -2.0031 -1.9101 0.2367 1.4 0.2 -0.8 0.035
H -0.1934 -2.0239 -0.2391 0.6 -1.2 -0.4 -0.022
H -2.7288 0.7535 1.9270 0.6 -0.1 -0.5 0.049
H -1.6203 2.1077 1.8305 0.9 -0.1 0.6 0.017
H -2.5507 1.8483 0.6069 -2.1 1.2 -1.9 -0.029
H -0.8160 0.4287 -2.6462 -0.3 0.3 2.1 0.064
H -1.6972 1.7548 -1.8226 0.0 -0.7 0.2 0.029
H -2.2715 0.0216 -1.7299 0.4 0.9 0.1 0.039
```
Forces are in eV/Å.

Properties
**ΔE to the lowest compared entry with this formula, charge and spin**: 0.785 eV
**Spin multiplicity**: 1
**SMILES string**: C[Si]#[PH][Si](C)(C)C
**F_max**: 4.2 eV Å⁻¹
**Kohn-Sham gap**: 7.13 eV

Entry from the OMol25 dataset: 2 unconnected molecules or ions with the total composition C3H9NO at a distorted geometry (ωB97M-V/def2-TZVPD).

```
14
Properties=species:S:1:pos:R:3:forces:R:3:lowdin_charge:R:1
N 1.1211 -0.3627 -1.6379 0.6 1.5 1.3 -0.032
O 0.5160 0.8698 -1.7900 1.0 0.3 -0.6 -0.311
H 0.8883 -0.9374 -2.3991 -0.2 -1.3 -1.3 0.125
H 2.1391 -0.4272 -1.4360 -0.2 0.7 -0.7 0.161
H 0.7373 -0.7055 -0.7815 -0.9 -1.2 0.9 0.076
C -1.1691 -0.9628 0.5495 -2.8 -1.3 -3.7 -0.064
C -0.8828 0.3001 0.4600 1.2 1.3 0.2 -0.294
C -0.0197 0.9677 1.5143 0.4 1.5 -3.7 -0.094
H -1.8358 -1.3320 -0.3185 1.1 0.1 1.5 0.091
H -0.9403 -1.6521 1.2882 0.5 -1.0 1.5 0.031
H -1.0924 0.8205 -0.5054 0.0 -0.1 1.4 0.099
H 0.4415 0.3038 2.1799 0.5 -1.1 1.0 0.043
H 0.7986 1.4937 0.8627 -1.4 -0.4 1.7 0.108
H -0.7018 1.6242 2.0138 0.2 1.0 0.6 0.061
```
Forces are in eV/Å.

Properties
**ΔE to the lowest compared entry with this formula, charge and spin**: 4.636 eV
**Spin multiplicity**: 1
**SMILES string**: [NH3+][O-].C=CC
**F_max**: 4.8 eV Å⁻¹
**Kohn-Sham gap**: 9.29 eV

Entry from the OMol25 dataset: a molecular structure, C9H11BrN2 at a distorted geometry (ωB97M-V/def2-TZVPD).

```
23
Properties=species:S:1:pos:R:3:forces:R:3:lowdin_charge:R:1
C 1.4947 -0.4150 1.7149 0.1 -0.3 -0.1 -0.219
C 1.9400 0.3785 -0.7432 0.2 0.0 0.0 -0.201
C -0.1525 -1.4206 0.3968 -1.3 3.2 -3.2 -0.219
C -0.5790 -2.5458 -0.1390 0.2 -0.3 0.2 0.043
C -2.2777 1.2820 -0.3656 -0.3 0.1 0.0 -0.149
C -1.7129 0.2671 -1.3755 -0.1 -0.2 -0.2 -0.120
C -0.9222 1.3274 0.3591 0.2 0.3 0.2 -0.118
C 2.3388 0.3041 0.7113 0.3 0.1 0.0 -0.589
C -0.4132 0.2423 -0.5904 0.0 -3.5 2.5 -0.342
N 0.4994 -1.1701 1.5264 0.6 0.0 1.5 0.090
N 0.7945 0.3614 -1.2582 0.6 0.3 -0.8 0.115
Br 4.1646 -0.5075 0.8478 -0.5 0.2 -0.1 0.673
H 1.8440 -0.3228 2.7390 0.0 0.1 0.1 0.107
H 2.7709 0.5276 -1.4255 0.2 0.0 0.0 0.095
H -0.3353 -3.4953 0.3112 0.0 -0.2 0.1 0.058
H -1.1314 -2.5648 -1.0590 -0.1 0.1 -0.2 0.045
H -2.5882 2.2293 -0.7994 -0.1 0.0 0.0 0.101
H -3.0856 0.8865 0.2452 0.0 0.0 0.0 0.105
H -2.2461 -0.6795 -1.4212 0.0 -0.1 -0.1 0.094
H -1.5852 0.6507 -2.3856 0.1 0.0 0.0 0.113
H -0.3878 2.2720 0.2480 0.0 0.0 0.0 0.113
H -0.9401 1.0570 1.4136 0.1 0.0 0.0 0.104
H 2.5103 1.3353 1.0492 0.0 -0.2 0.0 0.101
```
Forces are in eV/Å.

Properties
**ΔE to the lowest compared entry with this formula, charge and spin**: 0.419 eV
**Spin multiplicity**: 1
**F_max**: 4.8 eV Å⁻¹
**Kohn-Sham gap**: 8.20 eV

Entry from the OMol25 dataset: a molecular structure, C3H4O4Yb at a distorted geometry (ωB97M-V/def2-TZVPD).

```
12
Properties=species:S:1:pos:R:3:forces:R:3:lowdin_charge:R:1
O 0.6026 1.3540 -1.7138 0.6 0.7 1.0 0.264
C 0.1966 -0.4798 0.2110 -2.2 -1.3 2.9 -0.722
C 1.9166 0.8524 -1.8405 -1.0 -1.4 -0.2 -0.069
O -0.7728 -1.2900 0.1352 0.7 0.5 -0.3 -0.058
O 1.4008 -0.8798 -0.1851 0.4 0.6 -1.2 0.125
C 2.3063 0.0631 -0.6397 0.3 -0.4 1.5 0.031
H 2.6569 1.6575 -1.9794 0.1 0.5 0.0 0.212
H 1.9208 0.2073 -2.7378 -0.2 0.6 -0.3 0.181
H 3.3414 -0.2013 -0.4264 -0.3 0.2 -0.2 0.163
Yb -2.0585 -0.2685 1.8090 0.8 -0.2 -0.6 1.795
O 0.0390 0.5765 0.9446 0.4 0.4 -1.4 -0.116
H 0.3959 1.6133 -0.7230 0.5 -0.2 -1.1 0.193
```
Forces are in eV/Å.

Properties
**ΔE to the lowest compared entry with this formula, charge and spin**: 1.767 eV
**Spin multiplicity**: 3
**Total charge**: +2
**F_max**: 3.8 eV Å⁻¹
**Kohn-Sham gap (alpha / beta)**: 7.85 / 4.80 eV